1.
The following is a quantum chemistry calculation of a molecular structure, C45H100F2N6NaO4S2, from OMol25.

Results
- HOMO level: -20.743 eV
- Strongest force on any atom: 0.091 hartree/bohr
- Gap between HOMO and LUMO: 9.07 eV
- Total charge: +5

Element x y z (Å)
1 H 4.16 4.96 0.46
2 N 3.11 4.29 -2.74
3 C -3.34 5.45 2.57
4 H -3.51 6.55 0.28
5 C -4.84 3.72 1.59
6 H 5.69 0.75 3.31
7 H 7.25 -0.51 -0.06
8 C -2.47 -4.13 1.96
9 H -1.00 2.62 1.11
10 H -1.84 -3.04 -2.98
11 H 1.90 -0.96 4.31
12 H -4.12 -0.11 -1.15
13 H -5.32 -4.47 -2.84
14 H 5.02 1.09 0.07
15 H 3.84 0.53 2.05
16 H 4.97 3.58 -3.37
17 C 0.93 -1.07 3.82
18 O -0.90 -1.71 -0.89
19 O 2.25 -0.71 -2.64
20 H -4.18 -2.75 -5.83
21 C 5.28 -0.88 -0.84
22 H 5.65 -2.11 3.82
23 H -5.86 -2.43 -1.98
24 H -3.78 -6.04 -2.30
25 H 0.67 2.77 -0.79
26 H -5.70 -3.91 -4.44
27 H -2.03 -5.68 4.02
28 C -4.15 -3.95 3.81
29 C 6.13 -1.92 1.23
30 C -3.70 -3.40 2.45
31 H -0.54 -2.36 1.96
32 C -5.07 -0.55 -1.46
33 C 4.81 -1.66 3.29
34 H -3.16 -7.25 -3.38
35 H -5.54 0.06 -2.24
36 H -2.77 6.32 2.24
37 H 0.24 -0.40 4.34
38 C 1.70 3.04 -1.06
39 C 6.52 -1.32 -0.09
40 N -3.78 -3.32 -3.82
41 H -4.03 -5.69 -5.31
42 H -3.51 -2.33 2.56
43 H 0.21 -4.45 1.50
44 H -4.46 2.94 2.24
45 Na -1.49 1.77 -3.64
46 C 3.56 2.37 -4.38
47 H -1.64 -2.10 3.39
48 H 3.16 5.97 -1.52
49 C -2.19 -5.23 -3.35
50 H -3.35 -1.39 -3.29
51 H -1.86 4.81 0.20
52 H 3.90 5.42 -4.30
53 H 0.17 -2.74 4.93
54 H 5.60 1.90 -4.78
55 N -3.73 4.71 1.28
56 H 3.39 -1.04 1.30
57 C -3.01 -3.90 4.80
58 C -2.61 -3.82 -3.02
59 H -4.78 2.31 -0.05
60 H 1.66 4.75 0.25
61 O 0.91 -0.30 -0.14
62 H -7.40 2.98 1.41
63 H -1.65 -5.24 -4.31
64 H 2.13 2.04 -1.16
65 F -1.33 0.52 -0.36
66 C -1.78 -4.65 4.29
67 H -2.11 -3.71 1.02
68 H 4.20 -2.51 3.01
69 H -7.33 1.96 -0.02
70 H -4.30 5.80 2.94
71 H 4.16 2.49 -2.29
72 H -5.74 -0.52 -0.60
73 C -2.53 4.63 3.54
74 C -0.81 -2.66 2.98
75 H -4.95 -1.56 -4.09
76 C -5.47 3.04 0.39
77 C -1.80 3.19 1.58
78 H 6.97 -2.16 -0.61
79 C -4.86 -1.99 -1.94
80 C -4.90 -4.34 -3.83
81 C 1.73 3.82 -2.34
82 H -4.45 5.33 -0.61
83 H -5.56 4.31 2.14
84 H -5.20 6.18 0.74
85 H 8.50 1.72 2.75
86 C 4.50 0.12 -0.01
87 C 0.41 -2.52 3.89
88 C 6.29 0.20 2.58
89 H -1.47 -5.68 -2.66
90 H -4.57 -4.95 3.69
91 H -2.57 -2.34 -5.17
92 H -4.96 -3.31 4.16
93 H -2.68 -2.89 5.04
94 H 2.56 6.20 -3.47
95 H 4.61 -1.71 -1.08
96 H -0.83 3.35 3.51
97 C -4.43 -5.71 -4.30
98 C -4.26 5.78 0.36
99 H 4.50 0.99 -5.78
100 H -3.27 -4.39 5.74
101 C 4.18 -0.31 1.45
102 H -2.94 3.50 -0.25
103 H 9.47 0.72 3.75
104 C -2.55 4.07 0.60
105 H 2.22 4.83 -4.61
106 C 3.68 4.31 -0.27
107 H 0.91 -0.79 2.77
108 H 5.55 -0.50 -1.83
109 S 0.91 -0.75 -3.12
110 N 5.39 -0.94 2.12
111 H -2.98 -3.84 -1.99
112 C 8.43 1.01 3.58
113 O 0.35 -2.00 -3.50
114 H 2.31 3.34 1.04
115 C -3.38 -6.19 -3.32
116 H 4.75 0.58 -4.02
117 H -2.73 -5.17 1.76
118 H 5.41 -2.73 1.11
119 H 8.20 -0.83 2.54
120 H 1.10 4.72 -2.31
121 C -6.76 2.33 0.83
122 H -4.50 -3.42 1.70
123 H -2.50 2.40 1.90
124 H 6.44 0.87 1.73
125 H -2.85 -3.99 -5.62
126 S -0.23 -0.46 -0.96
127 C 2.27 3.86 0.08
128 H 3.36 3.02 -5.23
129 H 1.37 3.20 -3.16
130 F 1.05 0.03 -4.51
131 H -0.75 -5.87 1.94
132 H -2.10 5.20 4.36
133 N -0.15 0.24 -2.46
134 H -5.78 3.75 -0.37
135 C 7.59 -0.22 3.21
136 C -1.36 3.98 2.79
137 H 4.75 5.34 -1.89
138 H -5.34 -6.31 -4.37
139 C 4.65 1.37 -4.77
140 H 6.91 -2.35 1.84
141 H -0.91 -4.59 4.93
142 C 3.99 3.14 -3.14
143 C -3.34 -3.10 -5.24
144 C -0.28 -4.97 2.32
145 H 4.30 -0.92 3.90
146 H -0.58 4.70 2.52
147 C 2.91 5.25 -3.89
148 H 0.45 -5.20 3.09
149 H -4.28 -2.58 -1.24
150 N -1.33 -4.09 2.94
151 C -4.28 -1.97 -3.34
152 H 7.44 -0.81 4.11
153 H 8.05 1.50 4.48
154 H -6.53 1.48 1.48
155 H 1.20 -3.20 3.58
156 H 2.65 1.80 -4.16
157 H 3.55 0.38 -0.50
158 H 4.31 3.41 -0.36
159 C 3.74 5.05 -1.59
160 H -3.16 3.84 3.96

***

2.
The following is a quantum chemistry calculation of C9H9O2P in the gas phase, from OMol25.

Results
- HOMO level (spin up / spin down): -3.572 / -7.669 eV
- Relative energy (zero: lowest compared OMol25 entry of this formula, charge and spin): 61.3 kcal per mole
- Spin multiplicity: 3
- Strongest force on any atom: 0.090 hartree/bohr
- ⟨S²⟩: 2.0105
- Gap between HOMO and LUMO (spin up / spin down): 4.12 / 6.62 eV

Element x y z (Å)
1 C 1.89 -2.63 0.22
2 C -0.06 0.48 0.49
3 H -2.63 -0.26 -3.08
4 O -1.59 -0.20 -1.24
5 C -2.05 0.38 -2.39
6 H 2.55 -2.44 2.44
7 C -1.04 0.83 -0.51
8 H 0.34 -1.84 -1.31
9 H -0.72 2.90 -0.61
10 H -2.35 2.39 -3.08
11 H 2.28 -3.59 -0.16
12 C 0.99 -1.72 -0.43
13 P 0.17 1.21 1.99
14 C -2.00 1.74 -2.30
15 C -1.27 2.05 -1.08
16 H -0.17 0.49 3.15
17 C 2.20 -2.10 1.48
18 H 1.59 1.46 2.03
19 H -0.26 2.55 2.15
20 C 0.68 -0.79 0.54
21 O 1.45 -0.92 1.69

***

3.
The following is a quantum chemistry calculation of C10H11N3O in the gas phase, from OMol25.

Results
- SMILES: C=NC1=C=C(C(C)=O)C=NN1/C=C/C
- HOMO level (spin up / spin down): -8.213 / -8.206 eV
- Relative energy (zero: lowest compared OMol25 entry of this formula, charge and spin): 144.1 kcal per mole
- Strongest force on any atom: 0.122 hartree/bohr
- Gap between HOMO and LUMO (spin up / spin down): 7.23 / 7.22 eV

Element x y z (Å)
1 H -4.85 -2.63 0.07
2 C 3.37 -0.63 0.12
3 N -0.13 -1.19 -0.87
4 C -4.23 -1.69 0.34
5 H -2.55 0.45 0.44
6 H 4.11 0.38 1.78
7 H 0.25 3.68 0.45
8 H -2.25 -2.37 -0.24
9 H 5.22 0.46 0.39
10 C 4.17 0.52 0.71
11 C -2.79 -1.52 0.01
12 C 1.15 -1.29 -0.85
13 N -0.73 -0.19 -0.24
14 C 1.27 0.74 0.25
15 C 1.96 -0.40 0.03
16 H -0.73 4.09 -0.98
17 C -0.13 0.98 -0.24
18 H -4.33 -1.42 1.40
19 H 1.70 -1.91 -1.53
20 N -0.63 2.09 -0.68
21 C -0.43 3.31 -0.31
22 H -4.88 -0.90 -0.14
23 H 3.70 1.48 0.38
24 O 3.88 -1.65 -0.31
25 C -2.11 -0.38 0.05

***

4.
The following is a quantum chemistry calculation of 2 unconnected molecules or ions with the total composition C5H10O2, from OMol25.

Results
- SMILES: C=C(C)O.C=CO
- HOMO level: -8.792 eV
- Relative energy (zero: lowest compared OMol25 entry of this formula, charge and spin): 64.9 kcal per mole
- Strongest force on any atom: 0.015 hartree/bohr
- Gap between HOMO and LUMO: 9.67 eV

Element x y z (Å)
1 C -1.91 0.72 0.14
2 H -1.18 -0.43 -1.47
3 H 2.56 0.78 0.93
4 C 1.37 -1.53 -0.49
5 C 1.67 0.82 0.30
6 H 0.83 -2.47 -0.45
7 C -1.16 0.52 -0.94
8 O 0.12 -0.83 1.31
9 H 1.98 1.10 -0.72
10 H -0.56 -0.14 1.37
11 H -2.82 -0.94 0.07
12 C 1.01 -0.54 0.31
13 H 1.03 1.62 0.68
14 O -2.81 -0.16 0.65
15 H -1.87 1.62 0.75
16 H -0.48 1.28 -1.31
17 H 2.25 -1.45 -1.11

***

5.
The following is a quantum chemistry calculation of 2 unconnected molecules or ions with the total composition C8H19N2, from OMol25.

Results
- HOMO level: -12.441 eV
- Relative energy (zero: lowest compared OMol25 entry of this formula, charge and spin): 59.6 kcal per mole
- Strongest force on any atom: 0.061 hartree/bohr
- Gap between HOMO and LUMO: 8.97 eV
- Total charge: +1

Element x y z (Å)
1 C -1.09 -3.33 0.14
2 H -1.01 -3.06 -0.92
3 H 2.73 1.54 -1.99
4 N 1.34 1.32 -0.26
5 H 2.01 1.44 0.57
6 C 0.99 2.55 -1.00
7 H -1.85 0.41 -1.06
8 H -2.13 -3.74 0.52
9 C -0.22 -2.32 2.12
10 H -0.39 0.26 2.20
11 H 1.66 4.50 -1.74
12 C -1.01 0.30 1.31
13 H 1.20 0.54 -2.19
14 C -1.15 -0.90 0.43
15 H -0.39 -4.15 0.26
16 H -0.03 2.57 -1.13
17 H -0.94 -2.45 2.96
18 H 0.61 -1.77 2.44
19 H 1.20 4.44 -0.07
20 H -0.62 1.12 0.71
21 C 1.66 1.39 -1.65
22 H 0.22 -3.31 2.01
23 N -0.88 -2.07 0.86
24 H 2.73 3.88 -0.74
25 C 1.69 3.83 -0.86
26 H -1.31 -1.19 -1.80
27 H -1.94 0.59 1.77
28 H -2.83 -0.88 -0.76
29 C -1.80 -0.63 -0.89

***

6.
The following is a quantum chemistry calculation of 2 unconnected molecules or ions with the total composition C15H20N2O4, from OMol25.

Results
- HOMO level: -7.791 eV
- Relative energy (zero: lowest compared OMol25 entry of this formula, charge and spin): 159.2 kcal per mole
- Strongest force on any atom: 0.045 hartree/bohr
- Gap between HOMO and LUMO: 6.86 eV

Element x y z (Å)
1 N -2.01 0.19 -1.65
2 H -3.06 -0.81 -3.13
3 C -0.09 0.16 2.31
4 H -2.69 2.18 -1.78
5 C 3.81 -0.54 -0.45
6 H -0.02 -1.56 -1.33
7 C 1.05 -0.77 2.20
8 C -0.94 0.32 -0.86
9 O 2.61 0.94 2.21
10 H 0.87 -1.75 2.64
11 C 1.31 -0.32 -0.16
12 C 2.40 -2.50 -0.59
13 H 5.93 -0.88 -0.59
14 O 3.22 -1.06 2.92
15 H 1.39 -2.94 -0.56
16 C -2.41 0.28 2.69
17 H -3.82 0.91 -2.37
18 H 3.90 0.55 -0.32
19 H -3.65 -1.35 2.01
20 H 3.40 -4.39 -0.78
21 H -2.19 -1.89 -2.00
22 H -0.89 1.23 -0.26
23 H 1.46 0.70 0.17
24 C 4.93 -1.34 -0.60
25 C 3.53 -3.31 -0.72
26 C -2.14 -0.94 -2.55
27 N 2.34 -0.26 2.46
28 O -1.21 -0.54 2.64
29 H -4.51 -0.08 2.88
30 H -3.57 1.16 -0.61
31 C 4.81 -2.73 -0.72
32 H -1.29 -0.99 -3.24
33 H -3.51 -1.22 3.77
34 H -2.33 0.96 3.55
35 O -0.12 1.37 2.10
36 C -3.58 -0.64 2.84
37 H -2.50 0.88 1.78
38 H 5.69 -3.36 -0.78
39 C -3.09 1.17 -1.60
40 C 2.51 -1.11 -0.40
41 C 0.10 -0.61 -0.79